C23H25CdClN7O5S | the ωB97M-V functional and the def2-TZVPD basis

CARTESIAN COORDINATES (ANGSTROEM)
Cd -1.11349 0.68582 0.56253
Cl -1.65817 -3.41853 1.20862
S 1.51930 2.58092 -2.29917
O -0.75019 2.24554 1.96297
O 0.36611 2.86424 3.76768
O -3.64956 -1.34753 -0.56188
O -1.45652 -4.76077 1.92061
O -0.66251 -0.72753 7.10902
N 4.08679 2.71832 -1.41633
N -2.58156 2.18389 -0.82826
N 2.75576 2.16452 0.12203
N 4.87702 2.53942 -0.31290
N -2.82892 1.38948 -3.15973
N -0.85894 -0.36578 2.98695
N 1.61457 1.77060 0.80525
C 0.47647 -1.75816 -0.06948
C -2.15417 -0.60528 -5.20388
C -1.62393 1.54650 -4.01000
C -2.69484 1.78189 -1.90956
C -2.62179 -1.51066 -0.06935
C -0.95785 -1.70150 4.91554
C -3.04799 -0.91334 -3.98543
C -1.03278 -1.63310 3.51231
C -0.50208 0.61956 5.16158
C -0.30890 2.03797 3.15450
C -0.25212 -0.72026 -0.88679
C 2.78926 -2.35496 0.56810
C 4.03646 2.20659 0.61574
C -3.78616 0.32533 -3.49930
C -0.71683 -0.61818 5.74098
C -1.88935 0.89622 -5.35464
C 4.35924 1.88712 2.02670
C 0.04801 -2.85088 0.69532
C 1.86829 -1.55331 -0.08338
C 2.32927 -3.44781 1.27756
C 0.96477 -3.66601 1.33567
C -0.59091 0.68264 3.78195
C 2.77600 2.48505 -1.20740
H -1.03142 1.07016 -6.00468
H -0.83021 -1.65198 7.32191
H 2.22695 -0.71095 -0.66548
H 0.45550 -0.19272 -1.52170
H -2.60757 -0.98589 -6.12088
H 0.56742 -4.48649 1.92056
H -1.20179 -1.12544 -5.08735
H 3.84722 -2.12770 0.50711
H -0.75872 1.08950 -3.51892
H -2.44256 -1.29424 -3.16100
H 4.21903 0.82225 2.22496
H 3.00789 -4.11560 1.79252
H 1.87772 1.12929 1.54524
H -3.77687 -1.69075 -4.22008
H 3.70834 2.44205 2.70418
H 5.39678 2.14631 2.21960
H -4.37238 0.10761 -2.60976
H -4.46673 0.70075 -4.26729
H 1.10799 2.55987 1.20715
H -1.09102 -2.68001 5.38310
H -2.74331 1.39165 -5.82477
H -1.41944 2.61186 -4.11668
H -1.02058 -1.16453 -1.51951
H -0.26182 1.50312 5.73367
H 4.48179 2.99385 -2.29603

Properties
highest occupied orbital energy: -3.085 eV
charge: -1
total energy: -72841.4639 eV

---

C23H25F3N2O3 | the ωB97M-V functional and the def2-TZVPD basis

CARTESIAN COORDINATES (ANGSTROEM)
F -6.20814 -1.05821 -0.79433
F -5.65529 1.00546 -0.67130
F -6.47333 0.01148 1.04500
O -1.99056 1.17342 -1.18039
O 1.33113 -0.70821 1.94258
O 6.01818 -1.67209 -0.57225
N 0.93615 -0.07907 -0.17944
N -1.98539 2.65812 0.50460
C 3.73358 -1.81590 -3.36642
C -3.91019 1.62136 1.71821
C -2.31242 -0.28663 1.82010
C -2.56292 -2.28560 0.53382
C 0.94127 2.66358 0.51503
C -3.42189 2.63853 0.66807
C -3.50923 0.22540 1.33579
C -4.25485 -0.57724 0.46806
C -3.77713 -1.81874 0.06687
C 0.76222 0.91605 -1.21441
C 4.89038 -1.79714 -2.61726
C -1.83784 -1.52514 1.43300
C 3.58389 -1.58069 -0.61212
C 4.82470 -1.68007 -1.22677
C 2.49480 -1.71375 -2.75114
C 6.01066 -1.59230 0.83320
C 2.41992 -1.59946 -1.37300
C 0.11868 2.19230 -0.67903
C 0.92788 1.60867 1.61039
C -5.62200 -0.15693 0.00477
C -1.37928 1.93299 -0.45878
C 1.10048 -1.44159 -0.66322
C 1.09954 0.17470 1.13129
H 7.05644 -1.61933 1.13520
H -0.02029 1.62955 2.15307
H 0.10891 0.48856 -1.98097
H -2.19633 -3.24666 0.20796
H -4.36101 -2.41995 -0.61273
H 1.73296 1.14413 -1.67541
H 1.06603 -2.09350 0.21241
H 5.48159 -2.43911 1.28097
H -4.99192 1.71992 1.80073
H 3.49163 -1.49048 0.45879
H 0.15862 2.94809 -1.47362
H -3.75399 3.63875 0.95548
H 1.59147 -1.72853 -3.34246
H -1.44810 3.24939 1.11501
H 0.26401 -1.67645 -1.32715
H -0.90149 -1.88274 1.83224
H 0.59302 3.62448 0.90219
H 5.86107 -1.87483 -3.08045
H -3.47186 1.86873 2.68773
H 1.71378 1.79760 2.34498
H 5.55735 -0.65874 1.18161
H 1.96750 2.81622 0.17040
H 3.79455 -1.90886 -4.44043
H -3.84407 2.38543 -0.30583
H -1.74291 0.29506 2.52935

Properties
highest occupied orbital energy: -8.591 eV
charge: 0
total energy: -41534.0045 eV

---

C23H25IN6NiO2Sb | the ωB97M-V functional and the def2-TZVPD basis

CARTESIAN COORDINATES (ANGSTROEM)
I -0.62013 4.50891 3.94312
Sb -2.74323 -1.76809 0.26292
Ni 0.33196 -0.11983 -0.25232
O 3.60478 1.82874 -0.96066
O 2.34026 0.07456 -0.38441
N 1.76299 2.28372 1.29522
N -0.09000 -1.02200 1.70278
N -1.61678 0.90849 -0.72513
N 0.59679 1.67094 1.03573
N 0.78080 0.27902 -2.46668
N 0.04996 -2.16646 -1.00620
C 2.77005 0.96548 -1.21835
C -0.73493 -4.29859 -2.62313
C -1.24718 -2.55960 -1.06412
C 1.62662 3.26871 2.19772
C -2.76856 0.21754 -0.53687
C -1.38977 -1.37711 1.88737
C -0.47288 3.04494 -1.29632
C 0.59128 -3.95187 -2.49919
C -2.93631 2.76204 -1.46086
C -1.66927 -3.61378 -1.85945
C -0.29806 2.26623 1.81869
C 2.43555 -2.60384 -1.50307
C -1.11035 -1.51490 4.25727
C 0.21689 -1.21005 4.06543
C -1.92902 -1.62068 3.13909
C -1.70325 2.18389 -1.16215
C 2.17527 -0.65138 2.63048
C -4.10240 2.05087 -1.29323
C 0.97108 -2.89795 -1.67369
C -4.01781 0.75141 -0.80898
C 2.10015 0.93960 -2.57976
C 0.71447 -0.96811 2.78286
C 0.30006 3.28525 2.56968
H 2.81317 -1.95050 -2.29607
H 2.44618 0.18408 3.27975
H 0.07452 0.75107 -3.01343
H 0.89896 -1.14414 4.90637
H 2.76024 0.43060 -3.28307
H -1.03604 -5.11489 -3.26848
H 0.43043 2.52054 -1.03163
H 2.99617 -3.53643 -1.56182
H -0.55768 3.90859 -0.63326
H 2.45205 -0.40416 1.61136
H 2.46501 3.87239 2.51729
H 2.63837 -2.11387 -0.56141
H 2.60254 2.04284 0.75546
H 2.76155 -1.51437 2.95898
H -1.33024 1.93898 1.83423
H -2.97251 -1.89666 3.23923
H -0.38760 3.43090 -2.31511
H 0.82494 -0.66748 -2.81594
H -4.91042 0.16210 -0.64059
H -2.71256 -3.90141 -1.87303
H -1.50394 -1.68638 5.25341
H 1.35939 -4.50740 -3.02148
H 1.98926 1.96058 -2.92643
H -5.06377 2.50083 -1.51724
H -2.95708 3.78809 -1.81089

Properties
highest occupied orbital energy (spin up / spin down): -11.237 / -11.231 eV
expectation value of S²: 2.0048
charge: +1
total energy: -92969.8403 eV
spin multiplicity: 3

---

C23H25N3O3S | the ωB97M-V functional and the def2-TZVPD basis

CARTESIAN COORDINATES (ANGSTROEM)
S -3.01076 0.14107 0.89162
O -1.67766 2.71954 0.27967
O 1.73049 -0.44963 2.37234
O -1.13244 -1.90770 3.95237
N -0.45197 -0.29540 1.71402
N -1.00543 1.91191 -1.70571
N -1.11376 -1.03949 -0.41815
C 0.36322 -2.31130 -1.80681
C 2.49044 1.66168 -0.97999
C 0.23681 2.66809 -1.59655
C 1.58985 -2.90244 -1.99900
C 2.35312 0.07853 -3.26067
C -1.15170 1.03108 -2.85341
C -1.34576 -0.47241 0.70920
C 3.52320 0.79238 -1.28794
C 0.07176 1.10017 -3.77468
C 2.38098 -2.04643 0.09955
C 0.88091 -0.70553 1.54498
C -3.07408 1.05697 -0.68281
C 3.45780 0.01044 -2.42836
C -0.56630 -0.63408 4.14294
C 0.12142 -1.58488 -0.63631
C -0.14230 1.68115 3.15600
C 1.32133 0.95054 -2.96194
C 1.39927 1.75217 -1.82617
C 2.60074 -2.77297 -1.04784
C -1.86216 1.97618 -0.66920
C -0.83658 0.33510 2.97812
C -2.53370 -1.96111 4.07589
C 1.13847 -1.45068 0.31846
H -3.04575 -1.46960 3.24023
H 3.14360 -1.93068 0.85436
H 0.50729 -0.80381 4.24109
H -0.43121 -2.41738 -2.52933
H 2.53448 2.26915 -0.08828
H 0.93589 1.55748 3.18519
H 3.55555 -3.24838 -1.21345
H -0.94619 -0.17374 5.06660
H 2.29587 -0.54275 -4.14259
H 4.26737 -0.66275 -2.66674
H -3.98831 1.64691 -0.62811
H -1.91430 0.51181 2.92280
H -0.00597 0.31583 -4.52790
H 0.23515 3.47345 -2.34338
H 1.77198 -3.47783 -2.89495
H -2.04976 1.31145 -3.41758
H 0.08665 2.06512 -4.29061
H -2.79643 -3.01739 4.07889
H -1.25736 -0.00076 -2.50243
H 0.26149 3.11808 -0.60288
H -2.86340 -1.50083 5.01488
H -0.47258 2.13635 4.08556
H -3.11798 0.34773 -1.50166
H -0.41493 2.33702 2.33133
H 4.37786 0.72245 -0.63278

Properties
highest occupied orbital energy: -8.317 eV
charge: 0
total energy: -45706.0486 eV

---

Please write out number 2 again, unchanged.
C23H25F3N2O3 | the ωB97M-V functional and the def2-TZVPD basis

CARTESIAN COORDINATES (ANGSTROEM)
F -6.20814 -1.05821 -0.79433
F -5.65529 1.00546 -0.67130
F -6.47333 0.01148 1.04500
O -1.99056 1.17342 -1.18039
O 1.33113 -0.70821 1.94258
O 6.01818 -1.67209 -0.57225
N 0.93615 -0.07907 -0.17944
N -1.98539 2.65812 0.50460
C 3.73358 -1.81590 -3.36642
C -3.91019 1.62136 1.71821
C -2.31242 -0.28663 1.82010
C -2.56292 -2.28560 0.53382
C 0.94127 2.66358 0.51503
C -3.42189 2.63853 0.66807
C -3.50923 0.22540 1.33579
C -4.25485 -0.57724 0.46806
C -3.77713 -1.81874 0.06687
C 0.76222 0.91605 -1.21441
C 4.89038 -1.79714 -2.61726
C -1.83784 -1.52514 1.43300
C 3.58389 -1.58069 -0.61212
C 4.82470 -1.68007 -1.22677
C 2.49480 -1.71375 -2.75114
C 6.01066 -1.59230 0.83320
C 2.41992 -1.59946 -1.37300
C 0.11868 2.19230 -0.67903
C 0.92788 1.60867 1.61039
C -5.62200 -0.15693 0.00477
C -1.37928 1.93299 -0.45878
C 1.10048 -1.44159 -0.66322
C 1.09954 0.17470 1.13129
H 7.05644 -1.61933 1.13520
H -0.02029 1.62955 2.15307
H 0.10891 0.48856 -1.98097
H -2.19633 -3.24666 0.20796
H -4.36101 -2.41995 -0.61273
H 1.73296 1.14413 -1.67541
H 1.06603 -2.09350 0.21241
H 5.48159 -2.43911 1.28097
H -4.99192 1.71992 1.80073
H 3.49163 -1.49048 0.45879
H 0.15862 2.94809 -1.47362
H -3.75399 3.63875 0.95548
H 1.59147 -1.72853 -3.34246
H -1.44810 3.24939 1.11501
H 0.26401 -1.67645 -1.32715
H -0.90149 -1.88274 1.83224
H 0.59302 3.62448 0.90219
H 5.86107 -1.87483 -3.08045
H -3.47186 1.86873 2.68773
H 1.71378 1.79760 2.34498
H 5.55735 -0.65874 1.18161
H 1.96750 2.81622 0.17040
H 3.79455 -1.90886 -4.44043
H -3.84407 2.38543 -0.30583
H -1.74291 0.29506 2.52935

Properties
highest occupied orbital energy: -8.591 eV
charge: 0
total energy: -41534.0045 eV